[1]
Below is a cluster of 4 separate species, C27H46BrNO10 in total, with properties calculated with ωB97M-V/def2-TZVPD.

The maximum force comes out at 0.771 eV/A. The value obtained for the HOMO-LUMO gap is 8.41 eV. The HOMO energy comes out at -9.05 eV. For the LUMO energy, the calculation gives -0.632 eV.

Last column: Mulliken charge in e.
Geometry (Å):
C 0.466 4.250 6.265  -1.11
C -0.464 4.408 5.081  -0.14
O -0.118 3.643 3.913  -0.58
C -0.002 2.295 4.056  0.84
C -1.047 1.450 4.028  0.42
C -2.477 1.891 3.870  -1.65
C -3.413 1.782 5.107  0.07
C -4.327 0.550 5.037  -1.09
Br -2.433 1.760 6.806  -0.20
C -0.770 -0.009 4.112  0.24
O -1.587 -0.788 4.565  -0.61
C 0.546 -0.503 3.597  0.43
C 0.559 -1.911 3.061  -1.08
N -0.272 -2.059 1.855  -0.47
C 1.596 0.335 3.652  0.85
C 3.007 -0.011 3.235  -1.36
C 3.712 -1.050 4.133  -0.48
C 3.282 -0.985 5.595  -0.26
O 4.317 -1.612 6.363  -0.55
C 1.380 1.723 4.179  0.35
O 2.299 2.350 4.668  -0.59
H 0.331 3.305 6.791  0.23
H 0.220 5.050 6.972  0.45
H 1.503 4.393 5.966  0.25
H -0.431 5.446 4.745  0.39
H -1.501 4.208 5.372  0.10
H -2.921 1.279 3.081  0.34
H -2.433 2.932 3.548  0.39
H -4.024 2.682 5.120  0.63
H -5.356 0.780 5.310  0.31
H -3.977 -0.211 5.734  0.33
H -4.257 0.102 4.049  0.16
H 0.156 -2.584 3.818  0.29
H 1.574 -2.196 2.790  0.44
H 0.033 -1.409 1.141  0.29
H -1.246 -1.867 2.065  0.21
H 3.005 -0.355 2.198  0.36
H 3.605 0.900 3.274  0.38
H 3.542 -2.070 3.782  0.26
H 4.790 -0.876 4.131  0.45
H 3.165 0.057 5.912  0.18
H 2.345 -1.530 5.741  0.24
H 3.947 -1.846 7.219  0.32
C -2.000 -2.868 -1.138  -0.38
C -3.005 -3.466 -0.181  -0.71
O -3.323 -2.573 0.901  -0.39
C -4.230 -1.593 0.794  0.91
C -4.810 -1.245 -0.558  -1.07
O -4.515 -0.967 1.781  -0.61
H -2.380 -1.970 -1.623  -0.01
H -1.738 -3.580 -1.918  0.41
H -1.093 -2.594 -0.601  0.12
H -3.920 -3.785 -0.684  0.46
H -2.590 -4.347 0.306  0.33
H -4.241 -0.411 -0.968  0.17
H -5.840 -0.929 -0.411  0.36
H -4.800 -2.060 -1.275  0.37
C -2.979 1.166 -5.325  -0.99
C -2.066 1.191 -4.117  -0.46
O -1.747 -0.124 -3.653  -0.37
C -0.743 -0.862 -4.190  0.89
C -0.061 -0.400 -5.453  -1.09
O -0.470 -1.901 -3.653  -0.55
H -2.503 0.680 -6.176  0.27
H -3.249 2.181 -5.616  0.37
H -3.890 0.614 -5.095  0.31
H -1.156 1.763 -4.300  0.39
H -2.574 1.664 -3.277  0.35
H -0.524 -0.907 -6.298  0.27
H 0.980 -0.691 -5.406  0.32
H -0.098 0.672 -5.620  0.29
C 5.840 -1.587 -8.364  -0.95
C 4.484 -1.556 -9.037  -0.42
O 3.443 -1.163 -8.136  -0.38
C 3.150 0.121 -7.868  0.78
C 4.064 1.220 -8.355  -1.06
O 2.184 0.354 -7.192  -0.51
H 6.139 -0.600 -8.012  0.27
H 6.598 -1.947 -9.060  0.35
H 5.814 -2.251 -7.501  0.30
H 4.478 -0.925 -9.927  0.37
H 4.204 -2.557 -9.358  0.31
H 4.743 1.484 -7.544  0.27
H 3.452 2.086 -8.591  0.32
H 4.648 0.965 -9.235  0.33


[2]
Below is a cluster of 11 separate species, C27H46Cl2F21N3O15S in total, with properties calculated with ωB97M-V/def2-TZVPD.

The maximum force comes out at 5.670 eV/A. The calculation puts the energy above the lowest of the compared OMol25 structures with the same formula, charge and spin at 286.26 kJ/mol. The value obtained for the HOMO-LUMO gap is 4.88 eV. The HOMO energy comes out at -11.54 eV. For the LUMO energy, the calculation gives -6.659 eV. The charge is +2.

Last column: Mulliken charge in e.
Geometry (Å):
N -7.563 -5.925 -2.565  -0.51
H -7.978 -5.737 -1.663  0.37
H -6.664 -5.466 -2.568  0.38
H -8.199 -5.639 -3.296  0.38
H -7.366 -6.913 -2.500  0.38
N -5.866 -3.128 4.168  -0.51
H -6.235 -2.206 4.352  0.37
H -6.572 -3.536 3.572  0.37
H -5.814 -3.629 5.043  0.39
H -4.986 -3.123 3.671  0.38
N -5.511 3.163 0.602  -0.50
H -4.901 2.422 0.289  0.37
H -5.037 3.936 1.047  0.38
H -6.118 2.694 1.259  0.37
H -6.106 3.461 -0.158  0.38
C 0.471 -2.220 -1.295  0.58
F 0.447 -1.994 -2.633  -0.20
F 1.008 -3.406 -0.983  -0.21
F 1.127 -1.224 -0.735  -0.20
S -1.335 -2.323 -0.574  1.04
O -1.888 -0.967 -0.897  -0.68
O -2.035 -3.344 -1.361  -0.67
O -1.305 -2.607 0.861  -0.65
C -5.258 -0.995 -6.825  -1.21
C -5.748 0.035 -5.844  -0.11
O -6.872 0.750 -6.404  -0.23
C -7.482 1.694 -5.618  0.37
O -7.149 1.971 -4.479  -0.56
C -8.530 2.505 -6.372  0.87
F -9.591 2.627 -5.606  -0.23
F -8.036 3.706 -6.746  -0.23
F -8.896 1.926 -7.509  -0.23
H -6.059 -1.629 -7.205  0.32
H -4.457 -1.641 -6.467  0.38
H -4.935 -0.459 -7.717  0.31
H -5.021 0.813 -5.606  0.31
H -6.065 -0.467 -4.930  0.24
C 6.834 -1.192 2.236  -1.16
C 7.115 0.310 2.131  -0.19
O 6.909 0.870 3.411  -0.19
C 6.762 2.236 3.639  0.33
O 6.732 3.093 2.747  -0.54
C 6.537 2.507 5.169  0.88
F 6.538 1.451 5.996  -0.23
F 7.520 3.319 5.564  -0.24
F 5.373 3.058 5.292  -0.24
H 5.837 -1.369 2.640  0.32
H 7.406 -1.745 2.981  0.33
H 6.917 -1.640 1.246  0.36
H 6.526 0.729 1.314  0.31
H 8.172 0.497 1.943  0.27
C -0.055 1.014 6.762  -1.16
C -1.058 1.832 5.962  -0.14
O -1.268 3.088 6.482  -0.23
C -1.589 4.181 5.696  0.45
O -1.635 4.099 4.436  -0.59
C -1.775 5.459 6.508  0.81
F -1.594 5.202 7.822  -0.22
F -0.873 6.418 6.136  -0.23
F -2.984 6.063 6.423  -0.24
H -0.258 0.831 7.817  0.32
H 0.888 1.550 6.651  0.30
H -0.031 0.020 6.316  0.37
H -1.949 1.205 6.003  0.19
H -0.718 1.967 4.935  0.36
C 0.813 7.011 -1.883  -1.11
C 1.115 5.818 -2.765  -0.21
O 0.415 6.069 -3.965  -0.23
C -0.855 5.668 -4.142  0.37
O -1.587 5.258 -3.193  -0.58
C -1.318 5.580 -5.606  0.85
F -2.659 5.669 -5.681  -0.22
F -0.789 6.685 -6.220  -0.25
F -0.813 4.538 -6.213  -0.21
H 1.467 6.994 -1.012  0.40
H -0.226 7.014 -1.554  0.28
H 1.074 7.941 -2.388  0.30
H 0.894 4.913 -2.198  0.27
H 2.173 5.699 -2.999  0.35
C 1.152 -6.993 6.240  -1.11
C 2.565 -6.610 6.711  -0.26
O 2.492 -5.931 7.971  -0.24
C 3.444 -5.012 8.360  0.35
O 4.315 -4.550 7.656  -0.52
C 3.390 -4.615 9.843  0.90
F 3.536 -3.288 9.953  -0.24
F 2.297 -4.962 10.364  -0.23
F 4.382 -5.232 10.484  -0.24
H 1.275 -7.370 5.225  0.38
H 0.415 -6.191 6.224  0.30
H 0.797 -7.821 6.853  0.30
H 2.945 -5.928 5.950  0.30
H 3.275 -7.436 6.729  0.32
C 5.264 2.360 -6.189  -1.17
C 6.189 3.184 -7.137  -0.17
O 5.796 4.520 -7.194  -0.19
C 6.355 5.439 -8.072  0.32
O 7.151 5.153 -8.961  -0.50
C 5.752 6.903 -7.930  0.82
F 5.370 7.199 -9.201  -0.25
F 4.680 6.891 -7.136  -0.21
F 6.664 7.862 -7.593  -0.23
H 4.196 2.514 -6.341  0.31
H 5.445 2.597 -5.141  0.32
H 5.505 1.298 -6.250  0.37
H 6.039 2.840 -8.160  0.30
H 7.215 3.112 -6.776  0.28
Cl -2.732 -10.199 -1.554  -0.22
C -1.026 -9.797 -1.246  -0.38
C -0.298 -10.880 -0.517  -0.43
Cl 1.445 -10.778 -0.474  -0.17
H -1.018 -8.886 -0.648  0.29
H -0.603 -9.576 -2.226  0.32
H -0.441 -11.818 -1.053  0.27
H -0.686 -11.038 0.489  0.32


[3]
Below is a structure of composition C27H46GeKNO7S4, with properties calculated with ωB97M-V/def2-TZVPD.

The maximum force comes out at 1.082 eV/A. The calculation puts the energy above the lowest of the compared OMol25 structures with the same formula, charge and spin at 73.03 kJ/mol. The value obtained for the HOMO-LUMO gap (alpha / beta) is 6.53 / 4.07 eV. The HOMO energy (alpha / beta) comes out at -4.63 / -4.63 eV. For the LUMO energy (alpha / beta), the calculation gives 1.901 / -0.555 eV. Its multiplicity is 2. The charge is -1.

Last column: Mulliken charge in e.
Geometry (Å):
K 0.083 0.553 -0.680  1.45
C -3.700 -2.363 2.101  -0.47
C -2.996 -3.702 2.284  -1.03
S -1.286 -3.644 2.880  -0.07
C -1.509 -2.939 4.540  -0.66
C -0.622 -1.708 4.765  -1.02
S -0.857 -0.459 3.474  0.45
C -1.495 0.912 4.472  -1.13
C -1.692 2.148 3.597  -0.96
S -2.148 1.827 1.877  0.20
C -3.712 0.935 2.107  -0.72
C -4.054 0.051 0.903  -0.79
S -3.030 -1.429 0.714  0.20
H -3.617 -1.770 3.014  0.07
H -4.764 -2.545 1.922  0.44
H -2.935 -4.233 1.331  0.41
H -3.580 -4.327 2.961  0.47
H -1.269 -3.702 5.282  0.47
H -2.561 -2.676 4.662  0.26
H 0.430 -1.996 4.778  0.31
H -0.846 -1.263 5.738  0.41
H -0.799 1.160 5.277  0.51
H -2.438 0.604 4.928  0.57
H -0.761 2.705 3.525  0.33
H -2.427 2.804 4.068  0.52
H -4.515 1.660 2.250  0.50
H -3.635 0.339 3.019  0.06
H -3.916 0.598 -0.030  0.21
H -5.099 -0.258 0.969  0.53
C 3.120 0.270 2.206  -1.22
C 2.848 1.742 1.889  1.28
C 1.932 2.321 2.958  -1.26
C 4.165 2.527 1.906  -1.98
O 2.167 1.866 0.662  0.20
Ge 3.102 1.660 -0.988  -1.20
O 1.559 2.127 -1.937  0.42
C 1.203 3.439 -2.327  1.11
C -0.002 3.303 -3.259  -1.54
C 2.351 4.128 -3.071  -1.85
C 0.811 4.272 -1.100  -1.12
O 2.590 -0.162 -1.005  0.53
C 3.108 -1.119 -1.898  1.29
C 2.676 -2.478 -1.350  -1.21
C 2.530 -0.912 -3.300  -1.27
C 4.640 -1.076 -1.952  -1.96
H 3.600 0.166 3.186  0.46
H 3.768 -0.167 1.441  0.11
H 2.178 -0.287 2.216  0.12
H 2.392 2.272 3.951  0.41
H 1.008 1.744 2.977  -0.24
H 1.705 3.365 2.717  0.53
H 4.599 2.510 2.911  0.44
H 3.987 3.568 1.619  0.36
H 4.892 2.104 1.208  0.42
H 0.268 2.686 -4.120  0.36
H -0.343 4.278 -3.618  0.40
H -0.832 2.818 -2.735  0.24
H 2.658 3.517 -3.924  0.35
H 3.215 4.256 -2.412  0.36
H 2.043 5.112 -3.437  0.43
H -0.020 3.794 -0.572  0.14
H 0.499 5.280 -1.393  0.49
H 1.653 4.345 -0.407  0.18
H 1.591 -2.476 -1.220  -0.15
H 3.133 -2.638 -0.370  0.41
H 2.961 -3.298 -2.017  0.42
H 1.438 -0.979 -3.265  0.12
H 2.906 -1.662 -4.003  0.50
H 2.792 0.083 -3.671  0.24
H 5.047 -1.158 -0.940  0.34
H 4.988 -0.135 -2.385  0.38
H 5.028 -1.903 -2.555  0.46
O -2.775 -4.505 -6.005  -0.43
C -3.646 -4.118 -5.225  0.37
O -4.807 -4.147 -4.976  -0.49
C -2.624 -3.241 -4.154  0.54
C -1.566 -3.862 -3.543  -0.76
C -0.894 -3.102 -2.591  -0.49
N -1.223 -1.846 -2.289  0.32
C -2.250 -1.282 -2.927  0.38
C -2.991 -1.946 -3.913  -0.50
C -2.675 0.173 -2.582  0.00
O -3.410 0.716 -3.414  -0.82
O -2.238 0.593 -1.484  -0.62
H -1.256 -4.869 -3.780  0.46
H -0.052 -3.538 -2.068  0.42
H -3.797 -1.412 -4.395  0.60


[4]
Below is a cluster of 8 separate species, C27H46O11 in total, with properties calculated with ωB97M-V/def2-TZVPD.

The maximum force comes out at 18.535 eV/A. The calculation puts the energy above the lowest of the compared OMol25 structures with the same formula, charge and spin at 133.93 kJ/mol. The value obtained for the HOMO-LUMO gap is 7.08 eV. The HOMO energy comes out at -8.30 eV. For the LUMO energy, the calculation gives -1.225 eV.

Last column: Mulliken charge in e.
Geometry (Å):
O 1.560 -3.047 -0.577  -0.52
C 0.833 -2.181 -0.807  1.26
C 1.310 -0.832 -0.712  -0.71
C 0.321 0.377 -0.655  -0.16
O 0.548 1.525 -0.008  0.04
C -1.136 0.192 -1.023  0.55
O -1.923 1.155 -1.128  -0.69
C -1.478 -1.141 -1.243  -0.88
C -0.591 -2.371 -1.127  0.56
O -1.066 -3.568 -1.244  -0.59
H 2.322 -0.891 -0.244  0.29
H 1.392 1.467 0.284  0.48
H -2.538 -1.423 -1.447  0.39
H -0.309 -4.263 -1.164  0.27
C -4.597 -2.113 2.166  -0.88
C -4.093 -3.258 1.464  0.84
C -4.532 -3.639 0.032  -0.96
O -3.243 -3.992 2.060  -0.58
H -5.755 -2.078 2.223  0.34
H -4.244 -1.182 1.633  0.14
H -4.303 -2.351 3.210  0.29
H -4.482 -2.597 -0.445  0.19
H -5.485 -3.836 0.183  0.61
H -3.716 -4.321 -0.362  0.06
C -0.508 -5.801 1.016  -1.24
C 0.302 -6.430 -0.072  1.07
C 0.645 -7.919 -0.049  -1.35
O 0.541 -5.685 -1.057  -0.64
H -0.501 -4.631 1.177  0.14
H -0.130 -6.216 2.001  0.41
H -1.435 -6.024 1.199  0.49
H 1.353 -8.015 -0.877  0.33
H -0.163 -8.438 0.029  0.46
H 1.400 -7.936 0.874  0.30
C 0.211 0.466 3.230  -0.51
C -1.001 1.280 3.819  0.45
C -2.254 1.288 3.033  -0.25
O -0.799 2.165 4.722  -0.63
H 0.917 1.225 3.319  0.15
H -0.034 0.280 2.072  -0.12
H 0.522 -0.454 3.563  0.54
H -2.680 0.231 2.810  -0.06
H -1.865 1.839 2.140  0.10
H -3.211 1.765 3.577  0.29
C 2.876 -0.437 -5.174  -1.07
C 2.537 -1.664 -4.319  0.77
C 3.648 -2.453 -3.630  -0.89
O 1.428 -2.029 -4.133  -0.53
H 3.277 -0.951 -6.091  0.33
H 3.872 -0.095 -4.645  0.27
H 2.097 0.321 -5.446  0.31
H 3.975 -3.265 -4.232  0.38
H 3.115 -2.983 -2.785  0.13
H 4.663 -1.956 -3.422  0.29
C 5.195 1.967 0.127  -1.85
C 4.179 1.918 1.249  0.79
C 4.483 2.870 2.432  -1.27
O 3.023 1.561 1.141  -0.61
H 5.341 1.028 -0.418  0.40
H 5.969 2.067 0.430  0.91
H 5.054 2.985 -0.580  0.25
H 4.372 2.361 3.269  0.52
H 3.681 3.580 2.618  0.17
H 5.477 3.217 2.577  0.44
C 0.701 4.464 2.054  -0.85
C -0.531 5.375 2.024  0.46
C -1.291 5.750 3.301  -0.94
O -0.937 5.790 0.962  -0.55
H 1.479 5.057 2.419  0.48
H 0.881 4.086 1.021  0.15
H 0.775 3.687 2.651  0.34
H -0.640 5.799 4.155  0.32
H -2.052 4.982 3.353  0.20
H -1.598 6.777 3.134  0.36
C -0.917 4.298 -2.744  -0.45
C -2.033 4.240 -3.708  0.65
C -3.463 3.984 -3.346  -0.76
O -1.827 4.326 -5.000  -0.63
H -0.250 3.290 -2.690  -0.03
H -1.306 4.548 -1.693  0.13
H -0.186 5.126 -2.865  0.40
H -3.945 3.728 -4.298  0.29
H -3.889 4.820 -2.734  0.29
H -3.338 3.209 -2.564  0.13


[5]
Below is a structure of composition C27H47AuI2N2OP, with properties calculated with ωB97M-V/def2-TZVPD.

The maximum force comes out at 2.705 eV/A. The value obtained for the HOMO-LUMO gap (alpha / beta) is 4.63 / 4.62 eV. The HOMO energy (alpha / beta) comes out at -9.02 / -9.02 eV. For the LUMO energy (alpha / beta), the calculation gives -4.391 / -4.392 eV. The charge is +1.

Last column: Mulliken charge in e.
Geometry (Å):
Au 1.283 1.425 0.100  1.25
I 1.804 1.790 2.744  -0.02
C 4.273 1.519 1.979  -0.91
I 4.506 1.225 -0.091  0.18
H 4.606 0.659 2.541  0.44
H 4.707 2.453 2.296  0.47
C -1.152 -4.713 -2.108  -0.72
C 0.258 -4.690 -1.499  -0.92
C 0.746 -3.249 -1.300  -0.84
C -0.452 -2.408 -0.862  0.14
C -1.364 -2.199 -2.077  -0.66
C -1.382 -3.465 -2.955  -0.90
P 0.004 -0.865 0.116  0.60
C 0.531 -1.526 1.780  0.34
C 2.043 -1.784 1.794  0.56
C 2.442 -2.309 3.168  -0.90
C 1.832 -3.697 3.425  -0.95
C 0.628 -3.963 2.518  -0.65
C -0.236 -2.712 2.399  -1.08
C -1.596 0.023 0.469  0.64
C -2.752 -0.820 1.021  -0.62
C -4.091 -0.087 0.848  -0.95
C -3.878 1.422 0.875  -0.61
C -3.133 1.846 -0.390  -1.08
C -2.035 0.832 -0.755  -0.13
H -1.905 -4.754 -1.318  0.28
H -1.278 -5.607 -2.716  0.49
H 0.959 -5.218 -2.148  0.55
H 0.243 -5.207 -0.537  0.15
H 1.151 -2.860 -2.236  0.50
H 1.550 -3.232 -0.567  0.04
H -0.998 -2.998 -0.116  0.44
H -1.026 -1.348 -2.673  0.15
H -2.380 -1.990 -1.740  0.18
H -0.609 -3.412 -3.722  0.35
H -2.343 -3.533 -3.465  0.48
H 0.351 -0.654 2.423  0.41
H 2.572 -0.855 1.580  -0.78
H 2.343 -2.501 1.030  0.18
H 2.092 -1.599 3.921  0.32
H 3.529 -2.359 3.245  0.45
H 1.514 -3.757 4.467  0.31
H 2.578 -4.477 3.264  0.38
H 0.028 -4.773 2.938  0.48
H 0.963 -4.286 1.531  -0.04
H -0.539 -2.425 3.408  0.45
H -1.147 -2.943 1.846  0.45
H -1.287 0.737 1.246  0.39
H -2.578 -1.001 2.082  0.34
H -2.813 -1.786 0.518  -0.03
H -4.772 -0.390 1.642  0.53
H -4.554 -0.358 -0.102  0.33
H -3.310 1.684 1.770  0.21
H -4.835 1.940 0.931  0.51
H -2.715 2.845 -0.263  0.27
H -3.846 1.907 -1.215  0.38
H -1.173 1.353 -1.184  -0.55
H -2.418 0.155 -1.516  0.40
C 2.617 2.879 -3.605  -0.84
O 1.853 2.649 -2.418  -0.15
C 1.589 1.462 -1.966  -0.21
C 1.972 0.273 -2.763  -0.84
H 3.550 2.314 -3.584  0.38
H 2.830 3.946 -3.622  0.27
H 2.043 2.604 -4.492  0.33
H 1.546 0.359 -3.769  0.48
H 1.616 -0.645 -2.302  -0.43
H 3.062 0.212 -2.875  0.44
N -1.075 7.510 0.236  -0.46
C -0.555 6.271 0.235  1.14
C 0.652 5.976 -0.422  -0.98
C 1.127 4.689 -0.414  -0.63
N 0.494 3.678 0.174  -0.03
C -0.635 3.949 0.827  -0.64
C -1.197 5.200 0.881  -0.65
H -0.575 8.272 -0.185  0.19
H -1.903 7.712 0.766  0.20
H 1.202 6.754 -0.925  0.34
H 2.059 4.445 -0.899  0.53
H -1.106 3.123 1.335  0.50
H -2.113 5.362 1.426  0.36